Density functional theory data (ωB97M-V/def2-TZVPD) for a structure of composition C25H33FN5O3ReSi.

Each line ends with the natural charge from an NBO analysis.
Element x y z (Å)
Re -1.372 -2.811 -0.369  1.63
C -1.986 -0.985 -3.670  -0.66
C -2.909 -2.045 -3.172  0.32
C -4.024 -2.479 -3.878  -0.25
C -4.842 -3.470 -3.355  -0.04
C -4.563 -4.069 -2.125  -0.26
C -3.442 -3.609 -1.483  0.39
N -2.668 -2.605 -1.974  -0.56
N -2.796 -4.038 -0.297  -0.80
Si -3.518 -5.162 1.023  1.76
C -5.121 -4.360 1.489  -1.15
C -3.685 -6.807 0.181  -1.14
C -2.229 -5.147 2.351  -1.16
H -1.662 -1.221 -4.684  0.27
H -1.109 -0.890 -3.033  0.23
H -2.507 -0.027 -3.709  0.26
H -4.246 -2.040 -4.841  0.26
H -5.706 -3.798 -3.919  0.26
H -5.171 -4.860 -1.716  0.27
H -5.868 -4.409 0.696  0.25
H -4.991 -3.313 1.772  0.25
H -5.545 -4.872 2.357  0.28
H -4.554 -6.872 -0.474  0.25
H -3.824 -7.563 0.960  0.28
H -2.795 -7.092 -0.381  0.26
H -2.118 -4.168 2.822  0.25
H -1.252 -5.483 2.004  0.26
H -2.544 -5.838 3.138  0.28
C 5.444 0.608 1.120  -0.63
C 4.318 0.523 2.133  -0.21
N 3.021 0.154 1.496  -0.27
C 2.646 -1.112 1.536  0.20
C 1.481 -1.593 0.948  -0.33
C 1.238 -3.046 1.131  0.78
O 1.968 -3.794 1.685  -0.45
O 0.032 -3.497 0.618  -0.64
C 0.660 -0.698 0.259  0.48
O -0.428 -1.064 -0.378  -0.71
C 1.043 0.679 0.224  -0.08
C 0.237 1.643 -0.416  -0.21
C 0.624 2.943 -0.427  0.36
F -0.185 3.862 -0.972  -0.31
C 1.844 3.393 0.147  0.26
C 2.633 2.445 0.781  -0.31
C 2.237 1.100 0.843  0.20
N 2.190 4.728 0.091  -0.45
C 2.023 5.544 -1.102  -0.24
C 1.382 6.875 -0.759  -0.23
N 2.231 7.561 0.283  -0.49
C 2.455 6.697 1.498  -0.23
C 3.043 5.355 1.081  -0.24
H 6.365 0.882 1.633  0.26
H 5.251 1.349 0.345  0.21
H 5.606 -0.356 0.637  0.24
H 4.158 1.450 2.680  0.22
H 4.513 -0.245 2.877  0.24
H 3.293 -1.802 2.063  0.27
H -0.708 1.363 -0.858  0.26
H 3.582 2.747 1.193  0.24
H 1.423 5.036 -1.850  0.27
H 3.009 5.719 -1.556  0.21
H 0.393 6.746 -0.322  0.24
H 1.323 7.539 -1.620  0.25
H 1.794 8.441 0.564  0.45
H 3.134 7.813 -0.128  0.44
H 1.480 6.573 1.968  0.24
H 3.118 7.240 2.169  0.25
H 3.112 4.739 1.975  0.25
H 4.063 5.496 0.697  0.21

Results
total charge: +3
E_tot: -52756.309 eV
frontier orbital gap (alpha / beta): 6.7404 / 7.1805 eV
2S+1: 2